The following is a quantum chemistry calculation of C4H6N2O in the gas phase, from OMol25.

* ΔE to the lowest compared entry with this formula, charge and spin: 103.9 kcal/mol
* spin multiplicity: 1
* HOMO: -9.18 eV
* HOMO-LUMO gap: 9.61 eV
* total charge: 0
* lowest unoccupied orbital energy: 0.44 eV
* calculated total energy: -340.62937 a.u.

Element x y z (Å)
C  -2.176  0.028  -0.381
C  -0.730  -0.351  -0.176
O  -0.043  0.866  0.163
C  1.186  0.886  0.550
N  1.935  -0.277  0.493
C  2.902  0.525  -0.101
N  3.786  0.957  -0.724
H  -2.266  0.764  -1.184
H  -2.753  -0.859  -0.649
H  -2.594  0.459  0.534
H  -0.284  -0.767  -1.087
H  -0.608  -1.065  0.646
H  1.675  -1.169  0.038